Record 1
DFT (wB97M-V/def2-TZVPD) results for a structure of composition C41H42CoP2Te.

Calculated values
multiplicity = 4
⟨S²⟩ = 3.7805
highest occupied orbital energy (alpha / beta) = -6.525 / -6.423 eV
LUMO energy (alpha / beta) = 0.0133 / 0.0043 hartree
energy relative to the best compared isomer or geometry (same formula, charge and spin) = 0.7769 eV
molecular weight = 783.27 g/mol
charge = 0

XYZ file:
```
87
Properties=species:S:1:pos:R:3:mulliken_charge:R:1
Co 0.820 -0.405 -1.161 -0.41
C -1.907 -0.147 4.371 -0.63
C -2.276 -0.083 2.963 -0.32
C -2.864 1.158 2.493 -1.66
C -1.868 2.029 1.713 0.09
C -0.665 2.389 2.494 -0.48
C -0.429 2.191 3.801 -0.26
C -1.427 2.374 4.920 -0.92
C -1.973 1.008 5.417 -0.55
C 1.843 -0.360 0.867 -1.20
H -2.316 -1.025 4.862 0.78
H -2.869 -0.992 2.747 0.51
H -3.286 1.637 3.368 0.53
H -3.659 0.877 1.814 0.44
H -1.525 1.464 0.837 -0.65
H -2.340 2.895 1.237 0.49
H 0.212 2.657 1.898 0.33
H 0.602 2.157 4.203 0.37
H -2.241 3.107 4.745 0.36
H -0.912 2.795 5.808 0.40
H -1.416 0.700 6.306 0.15
H -3.017 1.086 5.745 0.47
H 1.909 -1.208 1.582 0.33
H 1.374 0.433 1.489 0.13
H 2.856 0.004 0.597 0.29
P -0.265 -1.611 -2.850 1.27
P 1.354 0.549 -3.068 0.88
C -1.136 -0.171 -3.483 -0.75
C -0.346 0.918 -3.571 -1.01
C -0.535 -2.798 -4.227 0.27
C -1.643 -2.671 -5.085 -0.05
C -1.869 -3.626 -6.077 -0.72
C -0.962 -4.684 -6.231 -0.42
C 0.181 -4.777 -5.417 -0.72
C 0.403 -3.828 -4.420 -0.26
C -1.483 -1.955 -1.566 0.19
C -1.326 -1.117 -0.428 0.50
C -1.774 -1.584 0.796 0.29
C -2.595 -2.711 0.840 -0.66
C -2.868 -3.449 -0.325 -0.93
C -2.250 -3.111 -1.538 -0.64
C 2.190 0.800 -4.732 0.45
C 1.931 -0.080 -5.804 -0.03
C 2.491 0.157 -7.066 -0.78
C 3.281 1.297 -7.281 -0.40
C 3.464 2.225 -6.245 -0.73
C 2.899 1.990 -4.987 -0.38
C 1.732 2.023 -2.096 0.91
C 2.999 1.998 -1.483 -0.28
C 3.407 3.098 -0.738 -0.74
C 2.564 4.217 -0.628 -0.50
C 1.303 4.221 -1.239 -0.74
C 0.874 3.118 -1.974 -0.63
H -2.195 -0.273 -3.700 0.71
H -0.588 1.866 -4.036 0.79
H -2.323 -1.824 -4.988 0.28
H -2.754 -3.543 -6.713 0.40
H -1.149 -5.434 -6.998 0.37
H 0.891 -5.596 -5.558 0.37
H 1.296 -3.876 -3.789 0.42
H -1.017 -0.040 -0.492 -0.68
H -1.444 -0.991 1.662 0.43
H -3.033 -3.056 1.772 0.47
H -3.542 -4.300 -0.322 0.37
H -2.351 -3.719 -2.441 0.43
H 1.274 -0.942 -5.657 0.23
H 2.323 -0.553 -7.882 0.39
H 3.744 1.466 -8.260 0.35
H 4.062 3.125 -6.415 0.39
H 3.002 2.749 -4.214 0.31
H 3.615 1.098 -1.574 0.50
H 4.382 3.076 -0.250 0.40
H 2.897 5.084 -0.058 0.38
H 0.646 5.091 -1.156 0.38
H -0.114 3.104 -2.428 0.38
Te 0.295 -0.654 4.120 0.07
C 0.545 -0.863 6.175 0.25
C -0.363 -1.524 7.025 -0.40
C -0.303 -1.231 8.391 -0.37
C 0.715 -0.392 8.888 -0.45
C 1.702 0.124 8.026 -0.57
C 1.648 -0.141 6.657 -0.45
H -1.092 -2.216 6.613 0.42
H -1.050 -1.641 9.075 0.37
H 0.749 -0.143 9.957 0.36
H 2.503 0.753 8.418 0.35
H 2.387 0.238 5.956 0.40
```

---

Record 2
DFT (wB97M-V/def2-TZVPD) results for a cluster of 2 separate species, CH3NO3 in total.

Calculated values
highest occupied orbital energy (alpha / beta) = -8.965 / -8.962 eV
LUMO energy (alpha / beta) = 0.0009 / 0.0009 hartree
energy relative to the best compared isomer or geometry (same formula, charge and spin) = 5.5148 eV
molecular weight = 77.04 g/mol
charge = 0

XYZ file:
```
8
Properties=species:S:1:pos:R:3:mulliken_charge:R:1
C -1.058 0.777 1.409 0.31
N 1.127 -0.515 -1.546 -0.40
O -1.020 1.893 1.160 -0.22
O 0.046 -0.736 0.500 -0.42
O 1.136 -0.117 -0.132 -0.11
H -1.556 0.155 2.165 0.32
H 0.842 -1.522 -1.500 0.28
H 0.482 0.065 -2.056 0.24
```

---

Record 3
DFT (wB97M-V/def2-TZVPD) results for a structure of composition C9H22CaNO5.

Calculated values
highest occupied orbital energy = -8.977 eV
LUMO energy = -0.2154 hartree
energy relative to the best compared isomer or geometry (same formula, charge and spin) = 8.4927 eV
molecular weight = 264.35 g/mol
charge = +1

XYZ file:
```
38
Properties=species:S:1:pos:R:3:mulliken_charge:R:1
Ca -35.783 25.338 27.350 1.61
C -42.170 26.260 25.793 -0.74
C -40.672 26.115 25.963 0.63
O -39.926 27.064 26.153 -0.72
O -40.173 24.976 25.908 -0.70
H -42.334 27.066 25.079 0.25
H -42.651 26.553 26.726 0.23
H -42.541 25.274 25.513 0.25
C -38.571 25.923 32.222 -0.55
O -38.167 24.916 31.314 -0.50
H -39.527 25.707 32.698 0.26
H -37.889 26.151 33.042 0.27
H -38.713 26.863 31.689 0.22
H -38.262 24.074 31.765 0.30
C -34.951 22.986 24.554 -0.80
O -34.255 24.166 24.998 -0.19
C -33.471 24.732 23.971 -0.66
C -32.662 25.892 24.605 -0.72
N -33.593 26.907 25.089 -0.22
C -32.768 28.027 25.675 -0.92
C -33.608 28.613 26.891 -0.62
O -33.955 27.618 27.872 -0.18
C -33.710 28.069 29.188 -0.84
H -35.225 22.451 25.463 0.23
H -34.381 22.339 23.887 0.31
H -35.871 23.323 24.077 0.38
H -34.164 25.098 23.213 0.37
H -32.804 23.995 23.524 0.40
H -32.080 26.251 23.756 0.38
H -31.971 25.474 25.337 0.38
H -33.865 27.318 24.207 0.27
H -32.480 28.720 24.885 0.49
H -31.765 27.877 26.074 0.41
H -34.526 28.943 26.406 0.32
H -33.010 29.459 27.231 0.42
H -33.544 27.197 29.821 0.30
H -34.499 28.718 29.567 0.35
H -32.820 28.674 29.361 0.32
```

---

Record 4
DFT (wB97M-V/def2-TZVPD) results for an isolated molecule of C4H8N2O2.

Calculated values
highest occupied orbital energy = -8.596 eV
LUMO energy = 0.0335 hartree
energy relative to the best compared isomer or geometry (same formula, charge and spin) = 5.1163 eV
molecular weight = 116.12 g/mol
charge = 0

XYZ file:
```
16
Properties=species:S:1:pos:R:3:mulliken_charge:R:1
C 1.023 -0.795 1.925 -1.22
N -0.308 0.896 -1.363 0.01
C -1.198 -0.511 -1.873 -0.05
C -0.333 0.233 0.063 0.32
N -1.460 0.638 0.753 -0.50
C 0.818 -0.245 0.548 -0.25
O 0.864 1.042 -2.096 -0.40
O -0.579 -1.052 -2.728 -0.40
H 0.832 0.269 -2.710 0.36
H -0.848 1.760 -1.349 0.31
H -2.329 0.331 0.339 0.26
H -1.413 0.532 1.756 0.23
H 1.670 -0.279 -0.118 0.39
H 1.513 -1.769 1.874 0.32
H 1.667 -0.137 2.516 0.30
H 0.082 -0.914 2.463 0.32
```

---

Record 5
DFT (wB97M-V/def2-TZVPD) results for a cluster of 5 separate species, C18H26BrCl12FN4O5P in total.

Calculated values
highest occupied orbital energy = -12.278 eV
LUMO energy = -0.2131 hartree
molecular weight = 933.74 g/mol
charge = +1

XYZ file:
```
68
Properties=species:S:1:pos:R:3:mulliken_charge:R:1
C 3.221 3.893 -0.928 -0.89
C 2.687 2.323 -1.048 -0.33
N 2.847 1.685 0.313 -0.05
C 1.944 0.460 0.484 -0.02
C 0.614 0.650 1.367 0.37
P 0.037 2.255 2.215 0.47
N -1.528 2.564 1.946 -0.57
O 0.916 3.680 1.620 -0.52
O 0.316 2.120 3.929 -0.56
C -0.161 -0.776 1.464 0.14
C -1.548 -1.003 2.309 -0.71
C -2.907 -1.126 1.406 -0.31
C -3.658 0.287 1.061 -0.15
C -5.233 -0.119 0.672 -0.28
O -5.833 0.774 -0.330 -0.38
C -5.711 2.188 0.103 0.64
C -5.269 3.260 -1.097 -0.76
O -5.942 2.579 1.370 -0.56
C 0.550 -1.969 0.688 0.22
C -0.209 -3.457 0.832 -0.06
C 0.142 -4.378 -0.519 0.21
O -0.824 -4.516 -1.466 -0.52
Br 1.868 -5.340 -0.829 0.01
N 1.754 -2.017 -0.135 -0.58
N 2.323 -0.797 -0.150 0.63
F 3.480 -0.761 -0.910 -0.16
H 4.093 4.115 -1.700 0.24
H 3.672 4.036 0.150 0.27
H 2.323 4.651 -1.056 0.25
H 3.415 1.783 -1.788 0.35
H 1.567 2.237 -1.374 0.41
H 3.855 1.376 0.462 0.28
H -1.971 2.561 2.907 0.23
H 0.217 4.278 1.178 0.36
H -0.407 1.528 4.290 0.42
H -1.499 -1.947 3.017 0.43
H -1.641 -0.064 3.041 0.04
H -3.677 -1.781 2.041 -0.04
H -2.762 -1.721 0.388 0.35
H -3.210 0.770 0.081 0.16
H -3.732 1.047 1.948 0.21
H -5.859 -0.267 1.649 0.19
H -5.160 -1.193 0.155 0.32
H -5.658 2.787 -2.096 0.29
H -5.780 4.290 -0.878 0.29
H -4.093 3.292 -1.114 0.20
H -1.374 -3.376 0.852 0.10
H 0.145 -4.057 1.776 0.40
C 7.156 2.472 -1.911 -0.14
Cl 7.403 4.220 -1.758 -0.10
Cl 5.851 1.933 -0.841 -0.09
Cl 6.803 2.038 -3.592 -0.11
H 8.078 1.967 -1.611 0.41
C -0.763 -8.126 -1.420 0.51
Cl -1.102 -8.949 0.113 -0.13
Cl 0.940 -8.321 -1.866 -0.13
Cl -1.818 -8.744 -2.703 -0.12
H -0.966 -7.060 -1.290 -0.15
C 9.866 2.168 -6.364 -0.01
Cl 9.835 0.404 -6.209 -0.12
Cl 8.786 2.699 -7.664 -0.11
Cl 9.419 2.935 -4.830 -0.09
H 10.885 2.474 -6.617 0.34
C -7.363 -1.670 4.067 0.02
Cl -7.702 -2.492 5.600 -0.12
Cl -5.660 -1.864 3.621 -0.12
Cl -8.418 -2.287 2.784 -0.11
H -7.566 -0.603 4.197 0.32
```

---

Copy entry 2 word for word.
DFT (wB97M-V/def2-TZVPD) results for a cluster of 2 separate species, CH3NO3 in total.

Calculated values
highest occupied orbital energy (alpha / beta) = -8.965 / -8.962 eV
LUMO energy (alpha / beta) = 0.0009 / 0.0009 hartree
energy relative to the best compared isomer or geometry (same formula, charge and spin) = 5.5148 eV
molecular weight = 77.04 g/mol
charge = 0

XYZ file:
```
8
Properties=species:S:1:pos:R:3:mulliken_charge:R:1
C -1.058 0.777 1.409 0.31
N 1.127 -0.515 -1.546 -0.40
O -1.020 1.893 1.160 -0.22
O 0.046 -0.736 0.500 -0.42
O 1.136 -0.117 -0.132 -0.11
H -1.556 0.155 2.165 0.32
H 0.842 -1.522 -1.500 0.28
H 0.482 0.065 -2.056 0.24
```